No. 1
The following is a DFT calculation (ωB97M-V/def2-TZVPD) of a structure of composition C45H41FN6O3PtSeSi.

The geometry in ORCA input format:
```
! wB97M-V def2-TZVPD RIJCOSX def2/J DEFGRID3
* xyz 2 5
Pt 0.08 0.61 1.04
Se 2.00 3.97 7.90
N 2.79 2.79 6.86
C 2.04 2.57 5.80
C 2.38 1.68 4.73
C 3.56 0.93 4.71
C 3.81 0.10 3.63
C 2.86 0.02 2.62
N 1.75 0.72 2.63
C 1.48 1.55 3.65
C 0.26 2.32 3.60
N -0.54 2.20 2.53
C -1.66 2.89 2.45
C -2.08 3.75 3.46
C -1.29 3.90 4.58
C -0.08 3.19 4.66
C 0.82 3.32 5.76
N 0.64 4.11 6.81
H 4.25 1.02 5.53
H 4.71 -0.49 3.58
H 3.02 -0.62 1.76
H -2.24 2.77 1.55
H -3.00 4.29 3.36
H -1.56 4.55 5.40
C 1.31 2.56 -6.17
C 2.68 2.54 -5.49
C 3.65 1.64 -6.25
C 5.00 1.59 -5.54
C 4.81 1.15 -4.13
C 5.82 0.48 -3.46
C 5.61 0.02 -2.17
F 6.59 -0.66 -1.55
C 4.42 0.22 -1.52
C 3.39 0.92 -2.16
C 2.13 1.13 -1.44
O 1.97 0.59 -0.32
C 1.21 1.96 -2.13
C 1.49 2.41 -3.40
N 2.57 2.09 -4.10
C 3.58 1.39 -3.48
C -0.14 2.45 -1.56
O -0.56 3.48 -2.04
O -0.74 1.70 -0.73
H 1.45 2.57 -7.25
H 0.73 3.44 -5.91
H 0.74 1.67 -5.91
H 3.09 3.56 -5.48
H 3.78 2.04 -7.25
H 3.23 0.63 -6.33
H 5.47 2.58 -5.57
H 5.67 0.90 -6.05
H 6.77 0.31 -3.94
H 4.28 -0.15 -0.51
H 0.76 3.05 -3.86
C -0.58 -1.25 1.96
Si -2.14 -2.21 1.47
C -1.99 -2.81 -0.46
N -1.55 -1.77 -1.25
C -0.21 -1.71 -1.73
C -0.21 -2.06 -3.24
C -1.50 -1.54 -3.91
C -2.07 -0.34 -3.15
C -2.43 -0.75 -1.72
C -3.80 -1.30 1.48
C -3.97 -0.08 2.13
C -5.22 0.49 2.23
C -6.33 -0.14 1.68
C -6.17 -1.34 1.02
C -4.92 -1.92 0.92
C -2.27 -3.86 2.41
C -1.93 -5.10 1.88
C -2.10 -6.26 2.61
C -2.60 -6.20 3.90
C -2.91 -4.97 4.46
C -2.75 -3.81 3.72
H 0.30 -1.89 1.82
H -0.65 -1.02 3.02
H -2.99 -3.14 -0.72
H -1.29 -3.63 -0.48
H 0.42 -2.41 -1.18
H 0.17 -0.70 -1.58
H -0.16 -3.14 -3.36
H 0.67 -1.62 -3.70
H -2.25 -2.33 -3.93
H -1.30 -1.26 -4.94
H -2.96 0.03 -3.64
H -1.33 0.46 -3.14
H -3.46 -1.11 -1.66
H -2.35 0.14 -1.07
H -3.11 0.41 2.57
H -5.35 1.43 2.75
H -7.30 0.30 1.77
H -7.02 -1.84 0.58
H -4.82 -2.87 0.42
H -1.54 -5.18 0.87
H -1.83 -7.21 2.17
H -2.74 -7.11 4.47
H -3.29 -4.92 5.47
H -3.00 -2.86 4.16
*
```

Properties
* LUMO energy (alpha / beta): -5.546 / -7.825 eV
* energy: -141587.08955 eV
* relative energy (zero: lowest compared OMol25 entry of this formula, charge and spin): 0.6728 eV
* E_HOMO (alpha / beta): -13.03 / -13.03 eV

=====

No. 2
The following is a DFT calculation (ωB97M-V/def2-TZVPD) of a cluster of 10 separate species, C45H42BF4O27 in total.

The geometry in ORCA input format:
```
! wB97M-V def2-TZVPD RIJCOSX def2/J DEFGRID3
* xyz -1 1
B -0.48 0.65 0.84
F -1.60 1.45 0.27
F 0.23 1.48 1.74
F -1.02 -0.52 1.43
F 0.34 0.34 -0.21
C 4.66 4.77 -0.29
C 5.50 3.45 -0.03
C 4.81 2.23 0.53
O 5.45 1.20 0.76
C 3.32 2.40 0.70
C 2.53 3.63 0.53
C 3.24 4.85 0.02
O 2.79 5.94 -0.10
O 1.28 3.81 0.91
O 6.80 3.40 -0.22
H 5.08 5.72 -0.51
H 3.07 1.33 1.23
H 1.04 2.89 1.11
H 7.17 2.43 0.01
C -6.45 -0.61 -1.93
C -6.77 -0.48 -0.37
C -6.14 0.51 0.43
O -6.34 0.67 1.59
C -5.07 1.29 -0.26
C -4.87 1.23 -1.84
C -5.59 0.24 -2.70
O -5.44 0.30 -3.92
O -4.13 2.25 -2.47
O -7.60 -1.29 0.28
H -7.19 -1.46 -2.21
H -4.28 2.01 0.21
H -3.56 2.86 -2.03
H -7.79 -1.06 1.18
C 2.99 -4.28 0.33
C 2.88 -2.91 0.90
C 4.16 -2.09 1.37
O 4.10 -0.99 1.79
C 5.35 -2.93 1.23
C 5.42 -4.26 0.56
C 4.26 -4.99 0.34
O 4.30 -6.15 -0.07
O 6.58 -4.73 0.07
O 1.78 -2.15 0.93
H 2.14 -4.84 0.00
H 6.32 -2.36 1.30
H 6.40 -5.60 -0.27
H 1.91 -1.13 1.14
C -2.89 -2.09 -4.48
C -3.47 -3.08 -3.39
C -3.43 -2.76 -2.03
O -3.79 -3.48 -1.05
C -2.56 -1.56 -1.72
C -2.00 -0.61 -2.77
C -2.28 -0.82 -4.08
O -1.78 -0.08 -4.87
O -1.37 0.51 -2.45
O -4.06 -4.30 -3.81
H -2.76 -2.42 -5.57
H -2.45 -1.24 -0.70
H -1.27 0.52 -1.47
H -4.60 -4.28 -3.12
C -0.77 5.99 -3.21
C 0.64 5.43 -3.25
C 0.98 4.16 -2.63
O 2.11 3.68 -2.67
C -0.01 3.54 -1.89
C -1.48 4.14 -1.77
C -1.81 5.31 -2.47
O -2.98 5.68 -2.56
O -2.50 3.60 -1.00
O 1.58 6.00 -4.10
H -0.80 6.75 -3.75
H 0.43 2.70 -1.32
H -2.29 2.70 -0.67
H 2.41 5.66 -3.84
C -2.43 -7.15 2.40
C -1.84 -7.22 0.96
C -1.20 -6.13 0.33
O -0.76 -6.31 -0.77
C -1.10 -4.93 1.09
C -1.51 -4.80 2.56
C -2.17 -5.98 3.23
O -2.40 -6.00 4.40
O -1.12 -3.68 3.19
O -2.13 -8.32 0.17
H -2.91 -7.97 2.71
H -0.62 -4.23 0.51
H -0.97 -2.95 2.65
H -2.08 -8.07 -0.70
C -2.74 1.78 3.93
C -2.96 3.25 3.81
O -3.98 3.86 3.98
C -1.67 4.04 3.29
H -1.99 1.41 4.60
H -2.73 1.36 2.93
H -3.55 1.34 4.59
H -0.88 3.54 3.80
H -1.99 5.03 3.06
H -1.35 3.65 2.35
C 2.57 1.16 4.06
C 2.94 -0.03 5.06
O 2.07 -0.74 5.55
C 4.34 -0.57 5.31
H 1.88 0.90 3.28
H 3.54 1.23 3.50
H 2.49 2.17 4.52
H 4.51 -0.73 6.37
H 4.90 0.36 4.87
H 4.54 -1.47 4.75
C 1.84 0.69 -4.52
C 3.02 0.21 -3.72
O 3.99 -0.23 -4.24
C 2.85 0.27 -2.22
H 1.56 1.68 -4.31
H 1.01 0.27 -4.27
H 2.19 0.57 -5.60
H 1.95 0.93 -1.59
H 3.85 0.43 -1.60
H 2.72 -0.85 -1.99
*
```

Properties
* LUMO energy: -0.769 eV
* energy: -114160.28624 eV
* relative energy (zero: lowest compared OMol25 entry of this formula, charge and spin): 3.0580 eV
* E_HOMO: -6.77 eV

=====

No. 3
The following is a DFT calculation (ωB97M-V/def2-TZVPD) of a structure of composition C45H42BaN3O2P2S.

The geometry in ORCA input format:
```
! wB97M-V def2-TZVPD RIJCOSX def2/J DEFGRID3
* xyz 1 1
Ba -0.21 -0.53 1.55
C 2.37 -1.85 3.82
O 1.19 -2.10 3.06
C 0.62 -3.36 3.21
C 1.37 -4.49 3.50
C 0.75 -5.71 3.66
C -0.62 -5.82 3.55
C -1.38 -4.70 3.26
C -0.77 -3.46 3.07
N -1.48 -2.27 2.78
N -2.69 -2.29 3.19
C -3.47 -1.19 3.23
C -2.99 0.15 3.00
O -1.85 0.38 2.45
C -3.78 1.23 3.49
C -4.99 1.03 4.08
C -5.55 -0.28 4.20
C -6.83 -0.47 4.75
C -7.37 -1.73 4.84
C -6.64 -2.83 4.38
C -5.38 -2.66 3.85
C -4.80 -1.39 3.76
H 3.24 -2.34 3.38
H 2.54 -0.77 3.82
H 2.24 -2.19 4.85
H 2.45 -4.42 3.62
H 1.36 -6.59 3.88
H -1.11 -6.78 3.69
H -2.45 -4.76 3.17
H -3.37 2.22 3.37
H -5.56 1.87 4.45
H -7.38 0.39 5.11
H -8.36 -1.87 5.26
H -7.08 -3.82 4.43
H -4.82 -3.52 3.51
C 3.28 3.17 -5.15
S 1.59 2.70 -5.60
C 0.64 3.58 -4.30
C 0.17 2.68 -3.17
C 1.32 1.95 -2.48
N 0.89 1.14 -1.32
P 1.86 1.18 0.11
C 3.55 0.75 -0.46
C 4.44 1.62 -1.09
C 5.68 1.17 -1.50
C 6.06 -0.15 -1.27
C 5.19 -1.02 -0.64
C 3.94 -0.57 -0.24
C 1.95 2.97 0.46
C 3.06 3.53 1.09
C 3.05 4.87 1.46
C 1.93 5.65 1.20
C 0.82 5.09 0.59
C 0.82 3.75 0.24
P 0.04 -0.35 -1.47
C -1.63 0.09 -2.05
C -2.32 1.08 -1.35
C -3.65 1.34 -1.62
C -4.32 0.59 -2.58
C -3.65 -0.42 -3.26
C -2.31 -0.68 -2.99
C 0.80 -1.22 -2.88
C 0.73 -0.81 -4.21
C 1.37 -1.54 -5.20
C 2.06 -2.70 -4.88
C 2.12 -3.13 -3.56
C 1.49 -2.39 -2.57
H 3.93 2.82 -5.95
H 3.58 2.70 -4.21
H 3.37 4.25 -5.08
H -0.21 4.03 -4.80
H 1.28 4.38 -3.92
H -0.56 1.96 -3.55
H -0.35 3.30 -2.43
H 2.03 2.69 -2.12
H 1.84 1.32 -3.20
H 4.16 2.65 -1.27
H 6.37 1.85 -1.99
H 7.04 -0.49 -1.57
H 5.48 -2.05 -0.46
H 3.25 -1.25 0.26
H 3.93 2.92 1.30
H 3.92 5.30 1.94
H 1.93 6.70 1.48
H -0.06 5.70 0.40
H -0.05 3.31 -0.22
H -1.80 1.66 -0.59
H -4.18 2.11 -1.08
H -5.36 0.79 -2.79
H -4.17 -1.02 -3.99
H -1.80 -1.47 -3.51
H 0.19 0.08 -4.49
H 1.32 -1.20 -6.23
H 2.55 -3.28 -5.65
H 2.65 -4.04 -3.31
H 1.54 -2.72 -1.54
*
```

Properties
* LUMO energy: -2.910 eV
* energy: -86014.56143 eV
* relative energy (zero: lowest compared OMol25 entry of this formula, charge and spin): 0.9950 eV
* E_HOMO: -9.76 eV

=====

No. 4
The following is a DFT calculation (ωB97M-V/def2-TZVPD) of a structure of composition C45H42CuN2O2P2.

The geometry in ORCA input format:
```
! wB97M-V def2-TZVPD RIJCOSX def2/J DEFGRID3
* xyz 1 1
Cu 0.46 -1.04 0.57
C -3.24 4.77 -1.52
C -3.32 3.36 -0.91
C -4.79 3.02 -0.61
C -2.77 2.32 -1.89
C -3.22 2.25 -3.21
C -2.78 1.26 -4.08
C -1.89 0.29 -3.64
C -1.43 0.32 -2.33
P -0.27 -0.90 -1.60
C 1.14 -0.64 -2.75
C 1.98 0.44 -2.43
C 3.05 0.75 -3.25
C 3.30 -0.01 -4.39
C 2.47 -1.08 -4.70
C 1.39 -1.40 -3.88
C -0.97 -2.51 -2.09
C -0.15 -3.63 -1.95
C -0.64 -4.90 -2.22
C -1.97 -5.07 -2.60
C -2.80 -3.96 -2.71
C -2.31 -2.69 -2.45
C -1.85 1.36 -1.50
O -1.28 1.36 -0.27
C -1.60 2.32 0.64
C -0.86 2.23 1.82
C -1.10 3.15 2.83
C -2.04 4.15 2.62
C -2.74 4.22 1.43
C -2.54 3.31 0.40
P 0.41 0.91 1.83
C 1.87 1.82 1.21
C 1.77 3.06 0.57
C 2.90 3.65 0.02
C 4.13 3.01 0.09
C 4.23 1.77 0.70
C 3.11 1.18 1.26
C 0.69 0.73 3.63
C 1.75 1.27 4.34
C 1.85 1.06 5.71
C 0.89 0.32 6.38
C -0.18 -0.23 5.67
C -0.27 -0.03 4.30
H -3.83 4.83 -2.44
H -2.20 5.03 -1.76
H -3.63 5.51 -0.83
H -5.38 3.04 -1.53
H -5.22 3.74 0.09
H -4.87 2.02 -0.18
H -3.94 2.97 -3.57
H -3.13 1.24 -5.10
H -1.55 -0.49 -4.31
H 1.79 1.02 -1.53
H 3.69 1.58 -3.00
H 4.14 0.23 -5.03
H 2.67 -1.68 -5.58
H 0.75 -2.24 -4.13
H 0.88 -3.50 -1.64
H 0.01 -5.76 -2.12
H -2.35 -6.06 -2.82
H -3.83 -4.09 -3.00
H -2.97 -1.83 -2.53
H -0.54 3.10 3.75
H -2.23 4.87 3.40
H -3.47 5.01 1.30
H 0.82 3.57 0.51
H 2.82 4.62 -0.45
H 5.01 3.48 -0.33
H 5.19 1.26 0.75
H 3.18 0.22 1.74
H 2.50 1.86 3.83
H 2.68 1.49 6.26
H 0.97 0.16 7.45
H -0.93 -0.80 6.19
H -1.10 -0.46 3.74
C -2.09 -4.28 2.24
C -0.79 -3.73 1.73
C 0.21 -4.74 1.27
O -0.60 -2.52 1.69
H -1.95 -5.22 2.77
H -2.74 -4.47 1.38
H -2.59 -3.55 2.88
H -0.28 -5.57 0.76
H 0.71 -5.15 2.16
H 0.96 -4.29 0.62
N 2.97 -2.38 1.69
C 4.25 -2.71 1.45
C 4.45 -2.59 0.10
C 3.21 -2.18 -0.41
N 2.31 -2.06 0.56
H 2.48 -2.37 2.57
H 4.92 -3.00 2.25
H 5.36 -2.76 -0.45
H 2.95 -1.96 -1.43
*
```

Properties
* LUMO energy: -1.664 eV
* energy: -117636.71481 eV
* E_HOMO: -10.30 eV

=====

Which value of energy does entry 2 give? -114160.28624 eV